# 1
77
Properties=species:S:1:pos:R:3 method="wB97M-V/def2-TZVPD" orbital_gap_ev=8.438 multiplicity=1 charge=0 e_above_lowest_ev=0.022 smiles=CN(C)Cc1cc(C(C)(C)c2cc(CN(C)C)c(O)c(CN(C)C)c2)cc(CN(C)C)c1O e_homo_ev=-7.697
C -2.25 6.36 -2.06
N -1.92 4.97 -1.84
C -0.50 4.72 -2.06
C -2.33 4.52 -0.51
C -2.22 3.02 -0.37
C -1.69 2.46 0.79
C -1.62 1.09 0.97
C -1.05 0.43 2.21
C -0.47 1.44 3.22
C -2.20 -0.32 2.91
C 0.09 -0.48 1.79
C 0.29 -1.75 2.31
C 1.38 -2.52 1.95
C 1.53 -3.93 2.48
N 2.90 -4.22 2.90
C 3.09 -5.63 3.16
C 3.27 -3.42 4.05
C 2.34 -2.00 1.07
O 3.44 -2.71 0.72
C 2.15 -0.72 0.53
C 3.15 -0.14 -0.43
N 2.60 -0.08 -1.78
C 2.43 -1.41 -2.33
C 3.42 0.74 -2.65
C 1.03 0.01 0.89
C -2.10 0.27 -0.05
C -2.63 0.79 -1.21
C -3.16 -0.10 -2.30
N -2.51 -1.40 -2.31
C -1.14 -1.29 -2.76
C -3.25 -2.35 -3.12
C -2.69 2.18 -1.38
O -3.20 2.68 -2.54
H -3.33 6.49 -1.95
H -1.74 7.04 -1.36
H -1.97 6.63 -3.08
H 0.13 5.32 -1.39
H -0.26 4.97 -3.09
H -0.29 3.67 -1.90
H -3.37 4.81 -0.37
H -1.73 5.01 0.28
H -1.34 3.14 1.56
H -1.24 2.10 3.60
H 0.32 2.03 2.76
H -0.03 0.90 4.06
H -2.55 -1.14 2.30
H -3.03 0.37 3.07
H -1.88 -0.70 3.88
H -0.42 -2.17 3.00
H 1.28 -4.63 1.68
H 0.81 -4.09 3.30
H 2.87 -6.20 2.25
H 2.46 -6.00 3.97
H 4.13 -5.80 3.42
H 2.68 -3.67 4.95
H 3.12 -2.36 3.82
H 4.32 -3.58 4.27
H 3.51 -3.47 1.34
H 4.08 -0.73 -0.40
H 3.38 0.89 -0.12
H 1.96 -1.33 -3.31
H 3.39 -1.94 -2.44
H 1.78 -1.98 -1.67
H 4.44 0.35 -2.77
H 3.48 1.75 -2.24
H 2.96 0.79 -3.63
H 0.90 0.99 0.46
H -2.05 -0.80 0.04
H -3.08 0.42 -3.27
H -4.23 -0.27 -2.11
H -0.66 -2.27 -2.69
H -0.60 -0.59 -2.13
H -1.07 -0.94 -3.81
H -4.25 -2.47 -2.71
H -2.74 -3.32 -3.07
H -3.32 -2.05 -4.17
H -2.96 3.63 -2.58

# 2
73
Properties=species:S:1:pos:R:3 method="wB97M-V/def2-TZVPD" orbital_gap_ev=8.681 multiplicity=1 charge=0 e_above_lowest_ev=0.107 e_homo_ev=-8.094
C 4.78 1.61 1.39
C 5.41 0.95 0.44
C 5.28 -0.50 0.23
C 4.12 -1.12 -0.04
C 2.85 -0.46 -0.20
C 1.66 -1.04 -0.37
C 1.40 -2.52 -0.40
C 0.38 -2.92 0.67
C -0.91 -2.09 0.59
C -0.60 -0.59 0.64
C 0.02 -0.20 1.99
C -1.78 0.35 0.26
C -2.82 0.67 1.34
C -3.53 -0.58 1.87
C -3.84 1.72 0.86
C -4.67 1.39 -0.39
C -5.92 0.56 -0.11
C -6.89 0.51 -1.31
C -8.19 -0.17 -0.89
C -6.28 -0.23 -2.50
C -1.07 1.62 -0.26
C 0.38 1.24 -0.59
C 0.38 -0.28 -0.52
C 6.59 -1.24 0.31
C 7.57 -0.65 -0.72
O 7.18 -0.95 -2.04
C 7.73 0.86 -0.48
C 6.39 1.59 -0.53
O 6.65 2.95 -0.27
H 4.11 1.11 2.07
H 4.92 2.67 1.56
H 4.14 -2.20 -0.17
H 2.91 0.62 -0.18
H 2.31 -3.10 -0.25
H 0.99 -2.78 -1.38
H 0.83 -2.80 1.66
H 0.13 -3.97 0.56
H -1.56 -2.38 1.41
H -1.42 -2.32 -0.35
H 0.04 0.87 2.11
H 1.04 -0.57 2.06
H -0.56 -0.63 2.80
H -2.30 -0.13 -0.57
H -2.30 1.14 2.19
H -2.88 -1.13 2.55
H -3.81 -1.24 1.05
H -4.42 -0.30 2.41
H -3.30 2.65 0.66
H -4.52 1.93 1.69
H -4.05 0.89 -1.13
H -4.99 2.34 -0.83
H -5.65 -0.46 0.15
H -6.45 1.00 0.74
H -7.11 1.54 -1.61
H -8.66 0.37 -0.06
H -8.90 -0.19 -1.72
H -8.00 -1.19 -0.58
H -7.00 -0.30 -3.31
H -5.40 0.29 -2.87
H -5.99 -1.24 -2.21
H -1.59 2.01 -1.14
H -1.09 2.40 0.50
H 1.06 1.66 0.15
H 0.69 1.60 -1.57
H -0.10 -0.65 -1.44
H 6.45 -2.30 0.11
H 7.02 -1.13 1.30
H 8.55 -1.13 -0.61
H 6.25 -0.70 -2.14
H 8.18 1.03 0.49
H 8.39 1.28 -1.24
H 5.96 1.49 -1.55
H 5.81 3.44 -0.29

# 3
86
Properties=species:S:1:pos:R:3 method="wB97M-V/def2-TZVPD" orbital_gap_ev=7.201 multiplicity=5 charge=+2 e_above_lowest_ev=0.000 s_squared=6.004 e_homo_ev=-11.707
Ho 0.24 -0.07 -0.01
I -1.06 -2.85 -3.40
C -0.76 -0.84 -4.20
C -0.56 -0.87 -5.59
C -0.68 0.31 -6.30
C -1.31 1.40 -5.67
C -1.63 1.41 -4.29
C -2.26 2.49 -3.69
C -2.44 2.55 -2.31
C -1.84 1.53 -1.53
C -1.08 0.52 -2.08
C -1.11 0.30 -3.46
H -0.28 -1.83 -6.03
H -0.07 0.44 -7.22
H -1.53 2.29 -6.28
H -2.63 3.31 -4.30
H -2.99 3.36 -1.83
H -1.97 1.52 -0.48
C 2.78 -3.15 -3.02
O 2.84 -1.71 -3.30
C 2.28 -0.93 -2.38
O 1.60 -1.39 -1.41
N 2.50 0.39 -2.61
N 1.78 1.30 -1.78
H 3.60 -3.57 -3.59
H 1.83 -3.58 -3.40
H 2.95 -3.34 -1.98
H 3.00 0.72 -3.44
H 1.16 1.88 -2.39
H 2.47 1.96 -1.33
C -2.27 -4.29 -0.16
N -3.02 -3.06 0.05
C -4.13 -2.81 -0.84
C -4.69 -1.51 -0.34
N -3.62 -0.97 0.57
C -3.80 0.25 1.27
C -2.58 -1.88 0.59
N -1.32 -1.52 0.87
C -0.53 -2.54 1.55
C 0.43 -1.91 2.58
N 1.36 -0.96 1.97
C 2.46 -0.56 2.64
N 2.65 -0.39 3.95
C 1.64 -0.53 4.98
C 3.92 0.25 4.26
C 4.58 0.35 2.87
N 3.57 -0.12 1.96
C 3.90 -0.26 0.55
H -2.53 -4.83 -1.10
H -2.36 -5.01 0.67
H -1.18 -4.07 -0.28
H -4.80 -3.69 -0.76
H -3.82 -2.69 -1.92
H -5.65 -1.56 0.20
H -4.93 -0.81 -1.13
H -4.41 0.17 2.20
H -4.33 0.99 0.65
H -2.82 0.63 1.58
H 0.09 -3.12 0.86
H -1.22 -3.22 2.08
H 1.01 -2.79 3.01
H -0.10 -1.45 3.40
H 0.65 -0.24 4.58
H 1.87 0.08 5.86
H 1.54 -1.59 5.29
H 4.46 -0.37 4.98
H 3.69 1.27 4.72
H 5.46 -0.28 2.79
H 4.84 1.42 2.67
H 4.90 0.14 0.45
H 3.26 0.28 -0.09
H 3.95 -1.32 0.26
C 1.63 4.34 2.02
As 0.01 3.28 1.80
C -1.30 4.46 1.00
C -0.59 2.50 3.46
O 0.30 1.84 0.85
H 2.54 3.72 1.85
H 1.70 4.70 3.04
H 1.57 5.24 1.40
H -1.10 5.52 1.14
H -2.31 4.19 1.36
H -1.33 4.21 -0.07
H -0.52 3.13 4.34
H 0.03 1.60 3.59
H -1.61 2.19 3.23

# 4
81
Properties=species:S:1:pos:R:3 method="wB97M-V/def2-TZVPD" orbital_gap_ev="6.964 / 8.447" multiplicity=5 charge=+3 s_squared=6.219 e_homo_ev="-17.555 / -17.651"
Mn -0.99 0.03 0.05
C -3.89 0.80 0.03
N -2.56 1.48 -0.04
C -2.33 2.36 1.13
C -2.00 1.49 2.31
C -2.41 1.76 3.60
C -2.07 0.88 4.62
C -1.33 -0.26 4.32
C -0.94 -0.46 3.01
N -1.26 0.39 2.03
C -2.36 2.17 -1.33
C -2.04 1.15 -2.39
C -2.45 1.25 -3.70
C -2.07 0.26 -4.60
C -1.33 -0.82 -4.16
C -0.96 -0.87 -2.82
N -1.29 0.10 -1.96
C -3.84 -0.71 0.07
C -5.01 -1.44 0.06
C -4.95 -2.82 0.13
C -3.71 -3.44 0.21
C -2.58 -2.65 0.21
N -2.64 -1.31 0.14
H -4.41 1.15 0.92
H -4.50 1.12 -0.82
H -1.49 3.02 0.91
H -3.20 2.99 1.34
H -2.99 2.64 3.81
H -2.38 1.07 5.64
H -1.06 -0.97 5.08
H -0.35 -1.33 2.73
H -3.22 2.78 -1.61
H -1.50 2.85 -1.23
H -3.04 2.09 -4.02
H -2.38 0.33 -5.64
H -1.04 -1.62 -4.82
H -0.39 -1.70 -2.43
H -5.97 -0.94 0.00
H -5.85 -3.41 0.13
H -3.61 -4.52 0.27
H -1.59 -3.09 0.27
C 1.58 1.64 3.20
Si 2.36 1.67 1.51
C 1.97 3.27 0.62
C 4.19 1.36 1.69
As 1.51 -0.08 0.04
Si 2.48 0.46 -2.15
C 2.51 -1.10 -3.19
C 1.53 1.87 -2.91
C 4.24 1.01 -1.84
Si 2.28 -2.31 0.58
C 1.41 -3.49 -0.58
C 1.84 -2.71 2.36
C 4.12 -2.26 0.32
H 2.17 2.32 3.81
H 1.63 0.66 3.69
H 0.55 2.00 3.23
H 2.02 4.09 1.33
H 0.97 3.29 0.17
H 2.69 3.47 -0.17
H 4.54 2.13 2.39
H 4.77 1.47 0.78
H 4.43 0.40 2.15
H 1.68 -1.79 -3.06
H 3.43 -1.66 -2.99
H 2.54 -0.80 -4.24
H 0.49 1.66 -3.15
H 2.03 2.11 -3.85
H 1.58 2.76 -2.29
H 4.83 0.38 -1.18
H 4.29 2.04 -1.49
H 4.72 0.98 -2.82
H 0.36 -3.25 -0.76
H 1.43 -4.49 -0.14
H 1.91 -3.55 -1.55
H 0.81 -3.02 2.49
H 2.08 -1.91 3.07
H 2.46 -3.57 2.64
H 4.44 -1.83 -0.63
H 4.46 -3.30 0.32
H 4.64 -1.75 1.13

# 5
105
Properties=species:S:1:pos:R:3 method="wB97M-V/def2-TZVPD" orbital_gap_ev=9.580 multiplicity=1 charge=0 e_above_lowest_ev=0.000 e_homo_ev=-9.460
C -2.75 -4.19 -3.52
Cl -1.15 -4.95 -3.65
Cl -3.79 -5.32 -2.49
Cl -3.47 -3.94 -5.18
H -2.70 -3.26 -2.94
C 5.18 -1.75 -0.44
Cl 4.48 -2.32 1.04
Cl 6.23 -2.98 -1.20
Cl 6.21 -0.28 -0.30
H 4.39 -1.55 -1.15
C -4.02 5.12 -2.53
Cl -4.15 3.91 -1.22
Cl -4.41 6.69 -1.94
Cl -5.17 4.72 -3.85
H -3.07 5.21 -3.06
C 1.10 -6.51 -1.22
Cl -0.60 -6.32 -0.67
Cl 1.61 -8.26 -1.04
Cl 2.15 -5.45 -0.32
H 1.12 -6.17 -2.26
C 1.22 -0.97 -4.95
Cl 0.14 0.07 -4.02
Cl 0.41 -2.53 -5.22
Cl 2.86 -1.08 -4.22
H 1.35 -0.49 -5.92
C -2.08 2.54 3.73
Cl -0.70 3.62 4.04
Cl -1.49 0.90 3.35
Cl -3.12 3.08 2.42
H -2.70 2.56 4.62
C 0.50 -0.28 -0.44
Cl -0.79 0.81 -0.78
Cl 2.02 0.46 -0.75
Cl 0.35 -1.77 -1.33
H 0.47 -0.58 0.60
C 0.20 6.12 0.56
Cl 0.84 4.52 0.54
Cl -0.64 6.44 2.07
Cl -0.73 6.41 -0.96
H 1.09 6.75 0.47
C 5.28 3.50 2.15
Cl 4.82 2.89 0.53
Cl 4.03 4.51 2.78
Cl 6.87 4.25 2.12
H 5.38 2.62 2.79
C 2.20 -0.20 2.84
C 3.09 -0.89 3.85
C 4.25 0.07 4.08
O 3.64 1.35 3.77
C 2.34 1.31 3.19
H 1.15 -0.44 2.98
H 2.52 -0.35 1.81
H 3.37 -1.86 3.43
H 2.66 -1.05 4.84
H 5.07 -0.02 3.37
H 4.75 0.05 5.04
H 2.20 2.00 2.36
H 1.67 1.57 4.00
C -4.47 -1.84 0.83
C -5.12 -0.52 1.00
C -5.34 -0.37 2.42
O -4.77 -1.54 3.09
C -3.79 -2.14 2.18
H -3.91 -1.90 -0.10
H -5.22 -2.62 0.72
H -6.04 -0.62 0.43
H -4.53 0.28 0.55
H -6.39 -0.33 2.72
H -4.77 0.48 2.79
H -3.77 -3.21 2.38
H -2.80 -1.78 2.46
C 1.93 3.54 -3.33
C 3.02 2.64 -3.55
C 4.06 3.64 -4.07
O 3.79 4.92 -3.50
C 2.64 4.70 -2.68
H 1.12 3.10 -2.76
H 1.45 3.90 -4.24
H 2.72 1.91 -4.31
H 3.42 2.15 -2.66
H 3.89 3.73 -5.14
H 5.09 3.32 -3.90
H 2.03 5.60 -2.71
H 2.89 4.48 -1.64
C -0.70 -4.64 3.99
C -1.17 -4.98 2.59
C -0.46 -3.87 1.75
O -0.38 -2.71 2.59
C -0.57 -3.08 3.98
H 0.31 -5.02 4.14
H -1.32 -5.02 4.80
H -2.24 -4.79 2.52
H -0.92 -5.99 2.26
H -1.14 -3.59 0.94
H 0.55 -4.18 1.48
H -1.41 -2.63 4.51
H 0.32 -2.71 4.48
Br -2.69 2.16 -4.63
C -3.96 0.80 -4.18
C -3.44 0.07 -2.95
Br -4.70 -1.48 -2.57
H -4.04 0.26 -5.13
H -4.91 1.32 -4.07
H -3.42 0.74 -2.09
H -2.51 -0.46 -3.17

no.,electronic energy (eV)
1,-38768.54052
2,-32808.09004
3,-141518.02206
4,-150462.61749
5,-515106.01050